# 1
This record from the OMol25 dataset describes a cluster of 12 separate species, C43H114N7O17 in total in a non-equilibrium geometry. The level of theory is the ωB97M-V functional and the def2-TZVPD basis.

Positions of all 181 atoms, in Å:
O 4.85189 -23.81844 22.46568
O -2.77997 -16.20807 13.04715
O 3.89539 -20.25368 10.08518
O 0.66118 -22.49911 22.74365
O 6.07296 -17.84966 21.90725
O -2.50262 -22.62374 11.00337
O 6.88889 -20.85467 18.48425
O 6.87504 -16.86366 16.83513
O -0.22216 -19.68287 22.01819
O 4.45984 -16.74928 13.55001
O 9.45192 -20.71132 19.41173
O 2.81885 -24.82878 11.92866
O 3.99318 -20.17728 18.12148
O 4.75404 -23.06604 19.54448
O 4.88091 -15.04960 18.81292
O 2.93725 -25.52625 16.97922
O 4.95771 -20.42019 20.78785
N 5.47429 -21.08634 7.91185
N -1.71404 -14.73803 16.17993
N -1.66843 -24.18868 8.72128
N 1.32555 -15.48713 12.01176
N 2.92597 -20.67999 17.35710
N 4.26186 -25.65001 8.64258
N 0.19740 -26.73411 17.44821
C 9.25694 -20.42474 18.04508
C -3.97889 -16.61376 12.41594
C 3.76596 -19.40638 15.38369
C 5.97019 -17.08179 17.91023
C 0.45296 -25.30023 17.22863
C -0.99136 -20.75388 22.58592
C -1.41168 -17.11506 15.65300
C -1.79743 -15.74983 15.15788
C 4.29127 -19.52826 21.65068
C -0.61764 -24.55660 18.09381
C 2.46744 -15.53529 13.00795
C 1.85970 -24.91159 17.67882
C -1.90969 -22.74456 12.30031
C 6.48761 -19.11155 8.99376
C 1.62333 -20.18039 17.89003
C 6.11321 -20.57069 9.15341
C 5.30821 -15.60600 13.54714
C 2.12166 -21.32773 15.18149
C 3.78936 -25.94226 9.99663
C 4.43076 -21.76008 15.72210
C 3.81472 -23.13492 21.80250
C 0.45499 -20.64694 16.96258
C 4.76778 -26.84515 10.72454
C 1.55471 -18.62478 17.92453
C 1.78195 -15.61588 14.39328
C 3.71350 -23.56206 20.35037
C 1.38689 -20.81055 19.28842
C 4.71523 -16.22031 17.99787
C 5.19047 -20.82088 10.32529
C 4.72617 -18.08933 21.40455
C 2.05280 -23.71470 12.29946
C -3.12578 -15.73362 14.35255
C 3.41709 -16.66797 12.60089
C 3.26788 -20.74385 15.95782
C 0.32528 -22.71087 8.48290
C 7.80978 -20.04583 17.76804
C 3.02231 -20.44281 11.14356
C 0.86462 -20.60909 15.47877
C -1.59217 -22.07867 10.04899
C 3.52713 -24.64147 10.72595
C 2.88165 -25.24433 15.56067
C -0.78951 -23.21166 9.38313
C -0.49593 -22.07990 22.04880
H 5.05946 -21.86741 10.62955
H 4.39855 -22.50333 18.84008
H 2.02230 -25.23508 18.70752
H 2.46031 -26.13088 15.08023
H -0.29733 -24.87980 19.09266
H -0.87780 -20.61028 23.66707
H 4.57215 -20.61649 7.86002
H 3.78114 -22.06998 22.03047
H 4.37446 -26.52775 8.14574
H 3.79205 -16.44684 11.59644
H -1.25743 -22.86417 22.12771
H 2.50392 -24.26766 15.28053
H -1.12097 -15.40971 14.35704
H 4.32287 -19.78702 22.71326
H 3.50385 -25.18804 8.14609
H -0.20886 -21.98220 21.00355
H 5.58228 -18.54834 8.74242
H -0.90620 -23.17320 12.35605
H 0.01322 -21.84217 7.88973
H 7.64455 -19.84259 16.70747
H 0.13625 -21.64742 17.25679
H -0.49198 -23.48059 18.22906
H 7.08656 -21.02371 9.36564
H -1.78894 -13.81034 15.78425
H 2.84300 -21.51711 11.28063
H 0.42566 -22.72907 23.64642
H 2.62441 -22.87902 12.71332
H 1.41052 -23.94821 13.14995
H 4.40264 -20.48828 19.98692
H 4.16172 -17.35476 21.98470
H -4.32780 -17.64362 12.58046
H -3.53425 -14.71817 14.38630
H 4.95033 -14.78561 14.17150
H 7.46488 -16.15150 17.09760
H 6.30187 -15.96901 13.79644
H 4.15261 -14.48434 18.53954
H 4.66391 -21.80460 14.65246
H -0.84248 -14.78586 16.69068
H 6.90920 -18.60314 9.86084
H -3.72511 -16.62977 11.35157
H 4.48964 -24.56286 22.94721
H 4.59419 -19.09673 16.02754
H 3.94749 -25.33968 15.33846
H -0.35110 -19.91092 16.98800
H -1.92199 -21.76650 12.78146
H 9.88857 -19.56951 17.76881
H -0.50921 -17.09883 16.27400
H 4.81257 -27.85699 10.31721
H 5.21074 -21.99945 8.29035
H 2.35127 -21.34225 14.11273
H 5.78517 -26.46100 10.62092
H 0.86077 -19.53885 15.22914
H 1.30182 -21.88046 19.10027
H 3.02462 -14.60379 12.91882
H 5.35215 -15.18204 12.53622
H 0.03930 -20.94738 14.83637
H 4.62731 -17.95087 20.32625
H 2.31020 -18.01114 18.41826
H 5.53683 -18.08027 17.81407
H -1.58920 -24.88865 17.74886
H 4.21202 -22.75933 16.09276
H 0.61068 -23.51519 7.81031
H 1.88059 -22.35445 15.48269
H 1.41020 -16.57085 14.76117
H 2.79461 -17.56524 12.58076
H 2.94442 -23.96602 10.07862
H -0.67874 -18.84283 22.05228
H -2.51253 -23.70369 8.42611
H 5.46965 -20.29690 11.25189
H -1.18715 -17.86368 14.89528
H 3.20308 -19.53856 21.49035
H 5.33483 -21.34058 16.16662
H 0.13886 -25.05973 16.21041
H -3.86878 -16.35806 14.85819
H 10.37390 -20.90825 19.58480
H 2.21108 -20.63275 19.97246
H -2.56028 -23.46527 12.79306
H 0.63316 -27.09226 18.28633
H 3.28473 -19.90444 12.06147
H 0.66469 -14.83132 12.39544
H 2.03137 -20.10820 10.81488
H 3.07529 -18.56326 15.45752
H 2.80926 -23.32680 22.21864
H -4.87804 -16.02887 12.62309
H 2.69484 -15.49397 14.99954
H 0.59810 -27.16825 16.62466
H -2.10200 -21.54257 9.23967
H 1.85242 -23.81299 17.66875
H 9.60001 -21.24000 17.39313
H -0.33202 -23.72823 10.23363
H 1.10355 -14.77457 14.49312
H 4.43282 -15.94718 16.97257
H 0.92790 -16.41026 11.90817
H 0.46427 -20.31725 19.59342
H -1.99521 -24.78409 9.47520
H 4.20387 -19.44333 14.38324
H 7.78432 -19.05238 18.23433
H 3.89178 -16.78327 18.44756
H -2.15978 -17.47875 16.36405
H 1.49507 -18.09042 16.97080
H 2.73779 -23.27286 19.94109
H -1.02309 -21.26121 10.50411
H 3.62420 -24.65759 20.35000
H 5.95755 -17.18392 22.58399
H 4.42301 -24.02721 10.88607
H 7.17832 -19.01456 8.15575
H 4.46133 -26.88527 11.76990
H 1.12047 -22.24118 9.06758
H 0.61369 -18.48322 18.47122
H -2.01355 -20.48365 22.29477
H 6.04401 -20.52683 18.12473
H 6.46984 -16.97509 18.87674
H 2.85356 -26.50870 9.90038
H 1.46225 -23.30812 11.47211

Calculated values
**Kohn-Sham gap**: 4.97 eV
**Energy**: -3368.74255 Eh
**Total charge**: -1
**Relative energy (zero: lowest compared OMol25 entry of this formula, charge and spin)**: 0.0 kJ/mol


# 2
This record from the OMol25 dataset describes a structure of composition C43H28F5N2O6PPdSi in a non-equilibrium geometry. The level of theory is the ωB97M-V functional and the def2-TZVPD basis.

Positions of all 87 atoms, in Å:
Pd 0.16975 0.27578 -0.58267
P -1.80887 -1.74297 -0.69128
Si 0.42169 0.10112 1.80126
F -0.86278 -1.10615 -3.62675
F 0.33033 2.46094 -6.39235
F 0.92320 3.98126 -4.22712
F 0.62166 2.95527 -1.74498
F -0.59082 -0.06207 -6.07150
O 2.20148 -1.00180 0.16070
O 6.32904 -2.88202 1.96035
O 2.27100 1.00710 -0.73713
O 8.43209 2.09357 -1.01221
O 8.22471 -1.92813 1.60185
O 6.62221 2.98367 -1.76625
N 7.01864 -2.00462 1.48126
N 7.22744 2.11979 -1.16530
C 2.82161 1.54995 2.52541
C 0.51153 2.72634 -4.06298
C -5.28580 -3.28592 0.81891
C -4.08233 -2.60909 0.69275
C 0.37772 2.17201 -2.80530
C -0.67077 -3.22708 -1.07139
C -2.49182 2.09640 3.97209
C -3.86553 -3.41787 -1.56310
C -1.73669 1.11072 3.35127
C -0.03893 0.86211 -2.60071
C -4.40374 1.63905 -0.71242
C -5.78439 -4.02262 -0.24600
C -3.48243 2.67672 -0.66240
C -3.98536 0.31719 -0.66989
C -1.71346 1.08702 -0.54772
C -0.73244 1.45367 2.44888
C -1.25347 3.78312 2.78932
C 1.42572 -4.01816 -1.96112
C 7.10251 0.05000 0.14552
C 4.04337 1.68966 3.16681
C 1.08465 -5.31869 -1.61949
C -2.61940 0.04814 -0.58027
C -0.26305 0.66398 -5.00444
C -3.35860 -2.67349 -0.49705
C -5.07328 -4.08482 -1.43713
C 3.76357 -0.46953 4.17838
C 4.96735 -1.00471 0.56514
C 6.44382 1.03564 -0.56693
C 2.84197 -0.01224 -0.26039
C -1.00039 -4.53445 -0.70860
C 2.06041 0.39065 2.68916
C 2.54433 -0.61098 3.53129
C 4.52189 0.67639 3.98608
C -0.50425 2.79974 2.16487
C -0.38404 0.14016 -3.72760
C 0.20313 1.95398 -5.17033
C -0.12530 -5.57260 -0.99075
C -2.12088 2.40539 -0.58558
C 0.55268 -2.97948 -1.68583
C 4.33305 -0.00200 -0.15088
C 6.34501 -0.96049 0.70808
C 5.06645 1.02832 -0.72028
C -2.24776 3.43270 3.69395
H -0.05031 -1.27140 2.14033
H -1.41021 3.22059 -0.56088
H 0.26132 3.07934 1.44782
H 1.96451 -1.51615 3.67525
H -3.26714 1.81562 4.67379
H -5.46214 1.85489 -0.79170
H 4.39745 -1.80064 1.02310
H 2.46457 2.35261 1.88997
H -5.83926 -3.23130 1.74765
H -3.82035 3.70442 -0.70182
H 5.48245 0.78042 4.47494
H 8.17509 0.07102 0.25933
H -2.83196 4.20228 4.18195
H -4.70917 -0.48458 -0.71555
H 1.76492 -6.13274 -1.83498
H 4.12077 -1.26089 4.82510
H -1.06151 4.82662 2.57240
H 4.57742 1.81934 -1.26972
H -1.92424 -4.74786 -0.19018
H 2.37539 -3.81087 -2.43822
H -5.46419 -4.65403 -2.27086
H 0.82165 -1.97259 -1.96861
H -3.69602 -2.02667 1.52109
H -6.72609 -4.54706 -0.14971
H -3.30870 -3.46527 -2.49113
H -0.38750 -6.58432 -0.70668
H 4.62440 2.59308 3.02439
H -1.92607 0.06619 3.57630

Calculated values
**Kohn-Sham gap (spin up / spin down)**: 6.14 / 6.01 eV
**Spin multiplicity**: 5
**Energy**: -3474.00447 Eh
**Relative energy (zero: lowest compared OMol25 entry of this formula, charge and spin)**: 150.5 kJ/mol


# 3
This record from the OMol25 dataset describes a structure of composition C43H30BrClCrN6O2. The level of theory is the ωB97M-V functional and the def2-TZVPD basis.

Positions of all 84 atoms, in Å:
Br 4.74590 -1.62715 4.68311
Cr 0.65795 2.43523 0.05360
Cl -5.75349 5.41780 0.34563
O -3.19128 -9.74732 0.25988
O 0.54010 1.56114 1.77751
N 2.60577 2.63255 0.24858
N -1.21100 1.43399 -0.43470
N -2.38544 -3.35527 -0.22733
N 1.02365 3.47519 -1.70782
N 1.28933 0.59945 -0.69907
N -0.26188 -4.00911 -0.21130
C 2.32348 3.91209 -1.74928
C 0.74543 -1.71491 -0.41305
C 2.81638 0.78239 1.88956
C -3.34756 -0.33671 -0.40553
C -2.72085 -8.48191 0.15722
C -3.56437 4.52557 1.69392
C 1.49676 0.87880 2.37925
C 2.13772 -2.05479 -0.38810
C -3.14648 5.60720 -0.40859
C 4.53285 3.72723 -0.82847
C 4.16219 5.08165 -2.81907
C 1.84818 5.12972 -3.76606
C -3.68396 -7.47446 0.15687
C -2.20432 4.29612 1.83446
C -4.03520 5.15776 0.55358
C -3.29553 -6.15570 0.05385
C -1.63785 -2.20854 -0.33255
C 0.56556 4.67343 -3.71199
C 3.42977 -0.61640 3.75754
C 2.13957 -0.53287 4.25849
C -1.94854 -5.80767 -0.05315
C -0.99477 0.09454 -0.45815
C -1.78521 5.37821 -0.24639
C 4.99574 4.56498 -1.86679
C 2.78847 4.73823 -2.78342
C 3.06126 -1.08134 -0.48265
C 3.20398 1.35363 0.55492
C -1.37282 -8.15220 0.05183
C -1.27307 4.67719 0.85393
C 2.69778 0.34348 -0.61856
C -0.32820 -2.63530 -0.31586
C 1.19323 0.20567 3.57383
C -3.55716 1.01380 -0.46777
C 0.40574 -0.35106 -0.53439
C -1.50585 -4.40958 -0.16268
C -2.45330 1.87826 -0.47099
C 3.19388 3.40548 -0.71858
C -2.03552 -0.83141 -0.40280
C -2.24062 -10.80091 0.29916
C 3.76095 0.03425 2.58635
C 0.13950 4.28796 0.96967
C -0.99928 -6.81938 -0.05186
C 0.18930 3.82322 -2.65287
H -0.82256 3.44206 -2.57912
H 4.77358 -0.03514 2.20378
H -4.19229 -1.01570 -0.37169
H 5.22965 3.36147 -0.08445
H 4.29332 1.37593 0.47306
H -0.60978 -8.91608 0.04924
H -2.81093 -11.71717 0.41143
H 2.16597 5.78321 -4.57097
H -1.66392 -10.84439 -0.62705
H 3.18494 0.78086 -1.50162
H -0.16557 4.94496 -4.46089
H -1.84243 3.77659 2.71560
H 4.11651 -1.32910 -0.45497
H -4.55371 1.43258 -0.49252
H 0.82610 5.02104 0.53866
H -2.58822 2.94734 -0.48905
H -4.26107 4.20710 2.45969
H -3.38638 -3.42224 -0.21859
H 1.87904 -1.04075 5.17794
H 4.53431 5.72765 -3.60428
H 2.41673 -3.09490 -0.28186
H -3.51779 6.14097 -1.27469
H 0.41838 4.08123 2.00149
H -4.72654 -7.75003 0.24246
H -4.06933 -5.39646 0.06488
H -1.09782 5.75657 -0.99565
H 0.17997 0.28629 3.94853
H 0.04620 -6.55176 -0.13234
H -1.56312 -10.68893 1.14791
H 6.04986 4.81459 -1.89784

Calculated values
**Kohn-Sham gap (spin up / spin down)**: 6.36 / 5.31 eV
**Spin multiplicity**: 5
**Energy**: -6214.41353 Eh


# 4
This record from the OMol25 dataset describes a structure of composition C43H30IN5O2PScSe2. The level of theory is the ωB97M-V functional and the def2-TZVPD basis.

Positions of all 85 atoms, in Å:
I -2.68616 -5.94537 0.42644
Se -1.08350 -0.95920 -2.02460
Se 1.99941 0.05480 -3.94890
Sc -0.69202 0.86244 -0.15916
P 0.91197 -1.42036 -2.92312
O 3.63081 0.88193 -0.63391
O -0.10105 0.48964 1.89633
N -0.55408 2.46451 -1.89104
N -1.64334 -1.86812 1.27942
N 1.49905 0.74445 0.33113
N -1.01155 2.82535 0.61995
N -2.84741 0.97466 0.70792
C 3.37767 0.80541 1.76041
C 0.16702 -3.74696 -6.21543
C -0.26513 -4.94072 -5.65406
C -3.75345 1.78880 2.80521
C 3.15153 -2.76693 -2.06733
C -0.14290 3.66915 -1.37742
C 4.63770 0.90448 2.30561
C 0.44976 -2.81155 -4.01725
C 0.41403 4.45156 -3.58376
C 0.03400 5.09147 0.55050
C 2.33717 0.61851 3.93248
C -0.53240 2.29948 -3.19038
C 3.58133 -3.55437 0.16717
C 2.91461 0.82842 0.32131
C 0.61032 6.09169 -0.26493
C 4.73887 0.85348 3.69640
C -2.63718 -2.69932 3.29232
C -2.80577 1.83902 1.76582
C -1.66288 3.63780 2.88213
C -2.43540 -4.11674 1.40146
C -3.63754 2.66904 3.90768
C -4.85620 0.03270 1.57650
C -4.79583 0.84520 2.67428
C -2.59919 3.55080 3.93634
C 0.52656 -2.68027 -5.39716
C 2.25835 0.66917 2.55614
C -1.84086 -3.06269 0.72040
C 0.78101 5.91197 -1.60432
C -0.35292 3.87572 0.02552
C 3.60811 0.71004 4.49771
C -1.75689 2.83252 1.76496
C 1.51949 -2.41957 -0.33381
C -0.34733 -5.07142 -4.27146
C -2.85422 -3.93881 2.70887
C 0.37443 4.68871 -2.18957
C 2.35342 -3.05824 0.57890
C -2.02618 -1.70349 2.54898
C 1.91579 -2.26722 -1.65370
C 1.11408 0.62732 1.61142
C 0.00601 -4.00919 -3.45465
C -3.84108 0.12172 0.61658
C -0.06959 3.28310 -4.08368
C 3.97876 -3.40998 -1.15912
H 0.56552 -2.03772 -0.01163
H -3.33593 -4.73986 3.25548
H -0.10332 5.30864 1.59637
H 5.50968 1.02489 1.67190
H 5.71398 0.93205 4.16536
H 3.46773 -2.62728 -3.09444
H -0.89949 1.35613 -3.56400
H 0.87974 -1.74511 -5.81770
H 4.22978 -4.05749 0.87539
H -2.48719 4.21671 4.78450
H 3.71869 0.67587 5.57525
H 0.90472 7.02758 0.19585
H 4.94017 -3.79192 -1.48196
H -0.69197 -6.00168 -3.83369
H -0.84910 4.33666 2.97975
H -2.93924 -2.50666 4.31587
H 2.03911 -3.16789 1.61155
H -1.82331 -0.73040 2.98378
H 1.44761 0.51626 4.54527
H -1.52580 -3.17601 -0.31085
H -0.06543 3.06839 -5.14380
H -5.65121 -0.68945 1.44921
H 1.20468 6.69104 -2.22936
H -4.36851 2.62805 4.70640
H -5.54925 0.78300 3.45289
H 0.81748 5.21869 -4.23768
H -3.83871 -0.53358 -0.24552
H 0.22306 -3.64330 -7.29321
H -0.05808 -4.10594 -2.37522
H -0.53466 -5.77417 -6.29333

Calculated values
**Kohn-Sham gap**: 6.85 eV
**Energy**: -8283.79779 Eh
**Relative energy (zero: lowest compared OMol25 entry of this formula, charge and spin)**: 113.4 kJ/mol